{
  "formula": "C57H41I4N6PtSSb",
  "method": "ωB97M-V/def2-TZVPD",
  "e_above_lowest_kcal_mol": 0.0,
  "total_charge": 2,
  "fmax_ev_per_a": 1.31,
  "spin_multiplicity": 5,
  "orbital_gap_ev": [4.44, 3.66],
  "species": ["Pt", "I", "C", "C", "C", "C", "C", "C", "C", "C", "C", "C", "C", "C", "C", "C", "C", "C", "I", "C", "C", "C", "N", "C", "C", "C", "C", "C", "C", "I", "C", "C", "C", "C", "C", "C", "N", "C", "C", "C", "C", "C", "N", "C", "C", "C", "C", "I", "C", "C", "C", "C", "N", "H", "H", "H", "H", "H", "H", "H", "H", "H", "H", "H", "H", "H", "H", "H", "H", "H", "H", "H", "H", "H", "H", "H", "H", "C", "Sb", "C", "C", "H", "H", "H", "H", "H", "H", "H", "H", "H", "S", "C", "C", "C", "N", "C", "C", "C", "C", "C", "N", "C", "C", "H", "H", "H", "H", "H", "H", "H", "H"],
  "coordinates": [[-1.0315, 0.4006, -0.0311], [-5.6163, 1.3000, 8.4830], [-4.5657, 0.9257, 6.6853], [-4.3176, 1.9789, 5.8121], [-3.6121, 1.7473, 4.6532], [-3.1475, 0.4653, 4.3349], [-3.4259, -0.5824, 5.2160], [-4.1267, -0.3578, 6.3839], [-2.4012, 0.2765, 3.0926], [-2.7755, -0.7122, 2.1899], [-3.8771, -1.6239, 2.3695], [-3.8817, -2.4484, 1.2976], [-2.8093, -2.0363, 0.4308], [-2.5448, -2.5931, -0.8197], [-3.2989, -3.7758, -1.2468], [-3.3562, -4.9542, -0.4957], [-4.0878, -6.0396, -0.9404], [-4.7908, -5.9574, -2.1361], [-5.9311, -7.6074, -2.8121], [-4.7561, -4.7917, -2.8927], [-4.0065, -3.7223, -2.4533], [-1.6773, -2.0031, -1.7792], [-1.1693, -0.7398, -1.7019], [-0.5532, -0.4832, -2.8932], [0.0082, 0.7628, -3.2842], [0.4521, 0.9373, -4.6730], [-0.3933, 0.6668, -5.7535], [0.0312, 0.8684, -7.0516], [1.3206, 1.3255, -7.2929], [1.9997, 1.5671, -9.2806], [2.1742, 1.6132, -6.2355], [1.7409, 1.4185, -4.9400], [0.1798, 1.8414, -2.4176], [0.6051, 3.1549, -2.8206], [0.7646, 3.8831, -1.6915], [0.4222, 3.0339, -0.5848], [0.0189, 1.8186, -1.0624], [0.4941, 3.4095, 0.7544], [-0.0421, 2.6268, 1.8060], [0.0849, 2.9038, 3.1878], [-0.7349, 2.0187, 3.8462], [-1.3507, 1.2155, 2.8536], [-0.8767, 1.5569, 1.6282], [1.0414, 4.7317, 1.0793], [2.3056, 5.1360, 0.6422], [2.7652, 6.4144, 0.8961], [1.9447, 7.3198, 1.5581], [2.5848, 9.3167, 1.8200], [0.6906, 6.9320, 2.0127], [0.2539, 5.6422, 1.7887], [-0.6033, -1.6381, -3.7140], [-1.3066, -2.5874, -3.0191], [-2.1712, -0.9671, 0.9883], [-4.6782, 2.9716, 6.0333], [-3.4305, 2.5593, 3.9655], [-3.0536, -1.5718, 5.0004], [-4.3299, -1.1763, 7.0571], [-4.5759, -1.6036, 3.1833], [-4.5656, -3.2420, 1.0787], [-2.7957, -5.0356, 0.4232], [-4.1115, -6.9501, -0.3614], [-5.3098, -4.7218, -3.8174], [-3.9854, -2.8174, -3.0416], [-1.4031, 0.3299, -5.5733], [-0.6339, 0.6782, -7.8786], [3.1694, 1.9862, -6.4228], [2.4146, 1.6125, -4.1169], [0.7345, 3.4746, -3.8352], [1.0566, 4.9096, -1.6175], [0.7201, 3.6542, 3.6127], [-0.8830, 1.9313, 4.9041], [2.9291, 4.4372, 0.1036], [3.7526, 6.7152, 0.5780], [0.0526, 7.6351, 2.5248], [-0.7289, 5.3431, 2.1208], [-0.1541, -1.7389, -4.6818], [-1.5252, -3.5857, -3.3386], [-4.0104, 3.7001, 0.3114], [-3.6698, 1.7772, -0.6153], [-3.7159, 2.3867, -2.6833], [-5.6752, 0.9636, -0.4718], [-4.8433, 4.1844, -0.1864], [-3.1177, 4.3089, 0.2132], [-4.2451, 3.5684, 1.3624], [-4.7099, 2.7529, -2.9127], [-3.4797, 1.5426, -3.3216], [-2.9912, 3.1746, -2.8544], [-6.2998, 1.4706, -1.1979], [-6.0598, 1.1316, 0.5273], [-5.6615, -0.1004, -0.6777], [5.6394, -1.4778, 0.9516], [3.9220, -1.0880, 0.8139], [3.2433, -0.2572, 1.7004], [1.8856, -0.0715, 1.5223], [1.2006, -0.6155, 0.5231], [1.8459, -1.3985, -0.3358], [3.1945, -1.6804, -0.2203], [6.3377, 0.1321, 1.3566], [6.3857, 0.6523, 2.6396], [6.9838, 1.8979, 2.8069], [7.5035, 2.5659, 1.8002], [7.4850, 2.0682, 0.5847], [6.9006, 0.8394, 0.3037], [3.7429, 0.2218, 2.5267], [1.3314, 0.5266, 2.2293], [1.2679, -1.8240, -1.1472], [3.6805, -2.3399, -0.9238], [6.0100, 0.1111, 3.4927], [7.0594, 2.3629, 3.7809], [7.9569, 2.6563, -0.1915], [6.9061, 0.4390, -0.6969]]
}